(1)
A cluster of 4 separate species, C4H16NO3 in total in a non-equilibrium geometry, computed with ωB97M-V with the def2-TZVPD basis set.

LUMO, Eh: -0.101
Net charge: +1
HOMO energy, eV: -13.87
Orbital gap, eV: 11.115
Energy relative to the best compared isomer or geometry (same formula, charge and spin), eV: 1.1899

XYZ file:
```
24
Properties=species:S:1:pos:R:3:forces:R:3
C 2.30662 2.25778 0.33109 0.841 0.369 -1.434
C 1.81777 0.98312 -0.36311 -0.724 0.070 1.532
C 0.83386 0.22721 0.52522 0.968 0.422 -0.202
C 0.54740 -1.03980 0.33431 -0.535 -0.524 0.623
N -0.53685 -1.74823 1.03447 -1.092 -1.033 -0.563
H 3.16107 2.09228 0.97796 -0.341 -0.047 0.602
H 1.53145 2.90960 0.71457 -0.290 -0.371 0.672
H 2.71349 2.89735 -0.45098 0.279 0.012 -0.196
H 2.64475 0.29841 -0.53830 0.066 0.229 -0.688
H 1.26817 1.30757 -1.24639 0.250 -0.411 -0.331
H 0.50195 0.79919 1.38265 -0.679 -0.194 -0.092
H 0.99020 -1.73331 -0.36026 0.216 0.348 -0.479
H -0.34522 -2.74273 1.14835 0.536 0.091 0.572
H -0.97183 -1.34180 1.88038 0.759 0.448 -0.152
H -1.32515 -1.80930 0.33719 0.035 0.711 -0.023
H -2.26301 -0.17200 3.37032 0.388 -0.383 0.111
H -1.63122 1.01864 2.84605 0.364 1.053 -0.392
O -1.42953 0.09658 2.94631 -0.973 -0.713 0.498
H -1.61783 -0.60449 -1.59682 -0.440 -0.788 0.009
H -3.06300 -0.86395 -1.17345 -0.097 -0.188 0.117
O -2.17085 -1.19966 -1.03809 0.133 0.652 0.098
H -1.64101 -0.65664 -4.15212 0.243 0.139 -0.180
H -0.23071 -0.29077 -3.54410 -0.202 0.009 -0.505
O -1.09050 -0.68507 -3.36525 0.296 0.102 0.404
```
Positions in Å, forces in eV/Å.

List of Mulliken charges in e, atom by atom: -1.389, -0.125, -0.072, -0.721, -0.126, 0.330, 0.390, 0.398, 0.357, 0.175, 0.358, 0.362, 0.411, 0.322, 0.373, 0.298, 0.313, -0.646, 0.357, 0.319, -0.673, 0.296, 0.320, -0.630

(2)
A cluster of 4 separate species, C4H16NO4 in total in a non-equilibrium geometry, computed with ωB97M-V with the def2-TZVPD basis set.

LUMO, Eh: 0.122
Net charge: -1
HOMO energy, eV: -3.77
Orbital gap, eV: 7.095
Energy relative to the best compared isomer or geometry (same formula, charge and spin), eV: 2.1342

XYZ file:
```
25
Properties=species:S:1:pos:R:3:forces:R:3
C -1.19610 1.39801 -1.03440 -1.420 -0.963 -0.046
N 0.00215 0.67914 -0.51798 -0.634 -1.212 -1.382
C 0.07792 -0.56125 -1.33232 1.043 -1.872 1.233
C -0.08140 0.42188 0.95700 0.737 2.394 2.473
C -0.99045 -0.67673 1.61003 0.226 -0.617 -4.605
O -0.38796 -1.84187 1.19599 0.265 -0.488 0.337
H -2.13261 0.74760 -0.91496 1.032 0.596 -0.144
H -1.16143 1.59128 -2.16205 0.444 -0.065 1.577
H -1.44484 2.30004 -0.45627 0.516 0.018 -0.351
H 0.57346 -1.32510 -0.64703 -0.157 0.869 -1.161
H 0.51359 -0.54942 -2.36559 -0.023 0.782 0.976
H -0.89051 -1.04994 -1.43409 -0.476 0.196 -0.061
H 0.90720 0.31708 1.56464 -0.914 -0.051 -1.912
H -0.35826 1.46914 1.18515 -0.299 -0.238 0.965
H -1.96009 -0.47883 1.01288 0.186 -0.451 1.187
H -1.14892 -0.78445 2.66445 -0.202 1.376 0.986
H 2.20201 2.47655 -1.01407 -1.677 1.970 -3.800
H 0.94608 2.25346 -1.72509 -0.437 0.029 -0.429
O 1.66967 2.87311 -1.91552 2.204 -2.066 4.314
H 2.98130 -0.36982 1.19856 0.316 0.081 0.191
H 3.42061 0.80572 2.03448 -0.371 0.764 0.472
O 3.76823 0.04765 1.59196 0.000 -0.888 -0.682
H -2.12850 -3.27497 -0.54405 -0.151 0.481 -1.108
H -1.24973 -2.90156 0.72343 -0.011 0.446 -0.018
O -1.93142 -3.56671 0.32483 -0.199 -1.093 0.989
```
Positions in Å, forces in eV/Å.

List of Mulliken charges in e, atom by atom: -1.198, 0.298, -0.924, -0.733, -0.191, -0.852, 0.402, 0.370, 0.374, 0.331, 0.260, 0.245, -0.246, 0.461, 0.067, 0.360, 0.343, 0.456, -0.760, 0.392, 0.307, -0.666, 0.237, 0.418, -0.753

(3)
A cluster of 4 separate species, C4H16NO4 in total in a non-equilibrium geometry, computed with ωB97M-V with the def2-TZVPD basis set.

LUMO, Eh: -0.120
Net charge: +1
HOMO energy, eV: -13.27
Orbital gap, eV: 10.010
Energy relative to the best compared isomer or geometry (same formula, charge and spin), eV: 2.4178

XYZ file:
```
25
Properties=species:S:1:pos:R:3:forces:R:3
C 1.90494 0.74576 -0.86031 1.909 1.450 0.344
C 1.06138 -0.11188 -1.73690 -0.321 1.696 -1.688
C 0.14706 -1.11334 -1.04286 0.331 0.167 -1.017
C -1.25138 -1.01095 -1.84915 2.260 1.304 0.216
O -1.99425 -1.90618 -1.85039 -2.067 -1.888 -0.193
N 1.05173 1.49165 0.24048 1.082 -1.659 -2.741
H 2.72713 0.22194 -0.29177 -1.115 0.273 -0.538
H 2.43652 1.48461 -1.55622 -0.773 -0.577 1.431
H 0.50340 0.61684 -2.47572 0.401 -1.185 1.658
H 1.78235 -0.47475 -2.48687 -0.274 -0.796 0.472
H 0.74459 -2.09720 -0.88516 -1.784 1.134 -0.863
H -0.10242 -0.86172 -0.00032 -0.074 0.202 -0.218
H -1.52982 -0.01271 -2.44698 0.939 -1.405 1.211
H 0.76012 2.38288 -0.12624 -0.792 0.148 -0.222
H 1.69799 1.73053 0.97051 -0.280 -0.464 1.148
H 0.26695 0.80782 0.42376 0.930 1.414 0.964
H -2.78186 -1.79253 0.98169 -3.820 1.273 -0.323
H -1.84669 -2.76807 0.40298 0.033 0.359 0.430
O -1.93546 -2.08042 1.09023 3.715 -1.640 0.023
H -0.20064 -1.14239 2.78388 -0.606 -1.020 -0.022
H 0.41475 0.15044 3.16341 0.170 0.345 0.152
O 0.32522 -0.44542 2.41782 0.429 0.692 -0.307
H -1.44465 2.80878 1.40880 -0.189 -0.328 0.399
H -1.70854 1.33068 1.88446 0.679 0.941 0.012
O -1.02839 2.04564 1.84090 -0.784 -0.436 -0.327
```
Positions in Å, forces in eV/Å.

List of Mulliken charges in e, atom by atom: -0.563, -0.832, 0.347, -0.094, -0.383, -0.117, 0.301, 0.368, 0.287, 0.349, 0.320, -0.013, 0.251, 0.348, 0.330, 0.096, 0.283, 0.301, -0.589, 0.275, 0.298, -0.558, 0.304, 0.331, -0.639

(4)
A cluster of 6 separate species, C4H16NO8 in total in a non-equilibrium geometry, computed with ωB97M-V with the def2-TZVPD basis set.

LUMO (spin up / spin down), Eh: 0.006 / -0.161
HOMO energy (spin up / spin down), eV: -10.35 / -10.34
Multiplicity: 2
Orbital gap (spin up / spin down), eV: 10.519 / 5.944
Energy relative to the best compared isomer or geometry (same formula, charge and spin), eV: 0.0000
Expectation value of S²: 0.755

XYZ file:
```
29
Properties=species:S:1:pos:R:3:forces:R:3
O -0.24926 0.38758 -2.78313 0.175 0.210 -0.630
C -0.59713 0.19736 -1.57868 -0.327 0.205 2.052
O -0.11439 -0.60759 -0.78829 0.152 0.157 -0.748
C -1.70408 1.18469 -1.12038 -0.486 -0.275 -0.859
C -1.14998 2.58593 -0.74770 -0.318 -1.099 -0.442
C -1.47901 2.89772 0.68804 0.061 1.153 0.863
N -0.42477 2.90229 1.56121 0.601 -0.735 -0.041
O -2.57702 3.29212 1.03505 0.074 -0.371 -0.443
H -2.45599 1.20734 -1.91569 0.135 0.364 0.027
H -2.21402 0.68601 -0.29118 0.361 -0.039 0.093
H -1.62151 3.32521 -1.39023 0.059 0.115 0.141
H -0.08362 2.58566 -0.92689 0.292 0.242 0.064
H 0.31626 2.21134 1.54024 0.020 0.106 -0.613
H -0.63713 3.08054 2.51849 -0.599 0.281 0.512
H -2.32516 -1.71464 -1.88831 0.593 -0.378 -0.293
H -1.02720 -2.08629 -2.72789 0.110 0.023 0.419
O -1.98406 -2.07175 -2.72318 -0.877 0.061 -0.141
H 1.22907 -2.54892 2.10592 0.705 0.203 0.082
H 1.61015 -3.40623 3.25410 0.219 0.280 0.298
O 1.67425 -2.48203 2.97479 -0.576 -0.726 -0.237
H 1.97098 -1.01541 -1.75239 -0.085 0.382 0.311
H 3.51229 -0.78681 -1.84236 -0.166 0.135 0.155
O 2.78318 -1.33006 -2.15154 0.126 -0.521 -0.327
H 2.01469 -2.80135 -0.47091 0.086 0.110 -0.081
H 0.58495 -2.34913 -0.09127 0.274 -0.013 -0.209
O 1.36404 -2.81642 0.23759 -0.470 -0.159 0.152
H 0.75718 -0.35054 2.49021 -0.100 0.290 0.161
H 1.71842 -0.40499 3.60268 -0.253 0.363 -0.032
O 1.10888 0.22837 3.18169 0.215 -0.364 -0.232
```
Positions in Å, forces in eV/Å.

List of Mulliken charges in e, atom by atom: -0.228, 0.376, -0.405, -0.677, -0.429, 0.343, -0.416, -0.600, 0.419, 0.401, 0.299, 0.380, 0.201, 0.271, 0.340, 0.324, -0.619, 0.312, 0.302, -0.643, 0.309, 0.309, -0.657, 0.303, 0.431, -0.658, 0.324, 0.337, -0.649